1.
Entry from the Open Molecules 2025 dataset: a molecular structure, C13H43BClCrN13O30 (ωB97M-V with the def2-TZVPD basis set).

Last column: Mulliken charge in e.
Cartesian coordinates (Å):
Cr 1.661 -0.731 0.032  0.39
Cl 5.241 -1.145 1.231  1.96
O 3.836 -1.128 0.846  -0.78
O 6.075 -1.665 0.142  -0.69
O 5.620 0.188 1.643  -0.68
O 5.371 -2.028 2.333  -0.72
B -0.371 -0.114 -0.384  3.33
H -0.223 -1.178 -0.480  -0.18
H -1.366 0.228 -0.622  -1.62
H -0.103 0.134 0.631  -0.50
H 0.391 0.292 -1.032  -0.17
C -0.190 -2.960 3.489  -1.05
N 0.080 -2.888 2.064  0.78
O -0.432 -3.674 1.282  -0.42
O 0.885 -2.014 1.644  -0.35
H 0.183 -2.116 4.070  0.28
H 0.361 -3.821 3.866  0.36
H -1.255 -3.140 3.636  0.37
C 3.720 -1.643 -3.820  -0.84
N 2.782 -0.581 -3.298  0.86
O 2.691 0.458 -3.956  -0.54
O 2.323 -0.741 -2.171  -0.31
H 3.404 -1.972 -4.810  0.30
H 3.636 -2.508 -3.163  0.21
H 4.728 -1.237 -3.902  0.30
C 7.233 1.455 -1.667  -0.87
N 5.789 1.816 -1.511  0.86
O 5.450 2.973 -1.703  -0.56
O 4.966 0.935 -1.308  -0.30
H 7.489 0.725 -0.900  0.27
H 7.727 2.412 -1.496  0.35
H 7.426 1.189 -2.706  0.28
C 0.884 -5.032 -1.498  -0.70
N 1.925 -3.983 -1.390  0.78
O 3.073 -4.233 -1.705  -0.57
O 1.533 -2.919 -0.887  -0.19
H -0.050 -4.655 -1.082  0.05
H 1.275 -5.797 -0.827  0.34
H 0.699 -5.328 -2.531  0.31
C -1.950 2.483 1.943  -0.71
N -1.133 3.527 1.216  1.09
O -1.755 4.517 0.869  -0.56
O 0.052 3.444 1.150  -0.61
H -1.641 1.479 1.653  -0.02
H -3.009 2.664 1.759  0.29
H -1.747 2.576 3.010  0.38
C -3.898 0.443 -1.768  0.80
N -5.018 1.334 -2.274  1.09
O -4.934 1.743 -3.406  -0.58
O -6.026 1.466 -1.539  -0.60
H -3.390 -0.073 -2.583  -0.19
H -4.248 -0.329 -1.083  -0.17
H -3.158 1.085 -1.291  -0.44
C -2.030 0.724 6.453  -0.84
N -2.735 0.240 5.227  0.84
O -2.371 -0.865 4.880  -0.46
O -3.657 0.861 4.750  -0.47
H -2.611 1.491 6.965  0.34
H -1.016 1.065 6.244  0.25
H -2.105 -0.038 7.228  0.35
C -0.882 2.915 -2.206  0.18
N -2.224 3.587 -2.245  1.02
O -2.483 4.230 -3.261  -0.61
O -2.906 3.515 -1.236  -0.52
H -0.308 3.232 -1.335  -0.42
H -0.441 3.011 -3.199  0.44
H -1.085 1.856 -2.043  -0.23
C 2.547 2.298 3.511  -0.84
N 1.766 1.028 3.299  0.80
O 1.014 0.597 4.188  -0.53
O 1.892 0.476 2.236  -0.24
H 2.383 2.595 4.547  0.34
H 2.114 3.149 2.986  0.23
H 3.588 2.160 3.216  0.27
C -1.314 -0.865 -5.165  -0.83
N -0.328 -1.721 -4.431  0.87
O -0.685 -2.110 -3.321  -0.38
O 0.739 -1.950 -4.885  -0.54
H -2.329 -0.918 -4.774  0.26
H -1.155 -0.976 -6.238  0.33
H -0.976 0.147 -4.944  0.27
C -6.070 1.162 2.415  -0.75
N -5.710 -0.260 2.151  0.89
O -5.095 -0.506 1.120  -0.47
O -6.125 -1.109 2.956  -0.54
H -5.382 1.806 1.868  0.20
H -6.232 1.402 3.466  0.28
H -7.068 1.247 1.983  0.34
C 2.659 3.694 -1.552  -0.89
N 2.705 2.759 -0.312  1.05
O 3.173 3.248 0.671  -0.54
O 2.291 1.619 -0.463  -0.30
H 3.331 4.549 -1.485  0.31
H 1.648 4.063 -1.722  0.28
H 2.798 2.996 -2.378  0.30
C -3.162 -3.106 -0.140  -0.69
N -3.042 -4.582 -0.109  1.03
O -3.664 -5.192 0.772  -0.59
O -2.503 -5.162 -1.060  -0.59
H -3.158 -2.762 0.894  0.30
H -4.117 -2.865 -0.607  0.41
H -2.296 -2.666 -0.635  0.00

Summary:
multiplicity: 5
LUMO level (alpha / beta): -0.963 / -0.975 eV
E_HOMO (alpha / beta): -9.3 / -9.3 eV

2.
Entry from the Open Molecules 2025 dataset: 10 unconnected molecules or ions with the total composition C37H93B2BrF4N5O13 (ωB97M-V with the def2-TZVPD basis set).

Last column: Mulliken charge in e.
Cartesian coordinates (Å):
C -4.664 -5.394 -2.088  -0.66
C -3.720 -5.587 -0.820  -0.73
C -2.255 -4.962 -0.897  -0.21
C -1.846 -4.000 0.340  -0.44
N -1.770 -4.512 -2.228  0.77
C -1.244 -5.640 -3.092  -1.51
C -1.930 -5.641 -4.564  1.53
O -0.932 -5.716 -5.621  -0.63
C -2.815 -6.983 -4.769  -0.36
N -1.981 -8.215 -4.803  -0.55
C -1.786 -3.248 -2.649  -1.07
N -2.373 -2.092 -1.994  1.79
C -3.744 -2.134 -1.485  0.39
C -4.927 -2.198 -2.563  -0.05
F -6.160 -2.562 -1.903  -0.44
C -1.885 -0.835 -2.662  1.14
B -2.798 0.532 -2.589  0.13
O -3.114 1.362 -3.723  -0.30
N -3.344 1.124 -1.298  0.19
C -4.829 1.245 -1.330  -0.62
C -2.719 2.473 -1.116  -1.10
C -0.704 -0.364 -1.685  -0.19
C 0.741 -0.956 -1.861  -1.40
C -1.015 -0.554 -0.100  0.57
C -0.503 0.744 0.737  -1.37
C -1.544 -1.310 -4.173  -0.36
B -2.826 -1.631 -5.190  0.35
O -2.597 -2.730 -6.104  -0.56
O -4.057 -0.944 -5.285  -0.74
C -0.733 -0.363 -5.131  0.57
F -0.042 -1.002 -6.184  -0.25
F -1.599 0.462 -5.911  -0.26
F 0.086 0.583 -4.479  -0.23
N -1.185 -2.733 -3.890  -0.06
Br 0.599 -3.289 -4.226  0.07
H -4.212 -4.865 -2.976  -0.11
H -5.015 -6.432 -2.422  0.36
H -5.622 -4.881 -1.722  0.29
H -4.240 -5.100 0.080  0.23
H -3.706 -6.705 -0.575  0.37
H -1.594 -5.870 -0.636  0.90
H -2.727 -3.427 0.778  -0.10
H -1.002 -3.357 -0.055  -0.19
H -1.397 -4.595 1.211  0.47
H -1.569 -6.649 -2.654  0.72
H -0.116 -5.681 -3.125  0.09
H -2.655 -4.779 -4.705  -0.47
H -0.948 -4.865 -6.113  0.43
H -3.596 -7.124 -3.962  0.03
H -3.287 -6.884 -5.802  0.06
H -1.718 -8.482 -5.753  0.31
H -1.166 -8.161 -4.187  0.25
H -3.989 -3.049 -0.834  -0.52
H -4.002 -1.306 -0.733  -0.30
H -5.150 -1.169 -3.015  0.05
H -4.743 -2.915 -3.420  0.14
H -4.030 1.238 -4.028  0.36
H -5.324 0.952 -2.309  0.25
H -5.233 0.502 -0.548  0.04
H -5.227 2.259 -1.002  0.37
H -1.824 2.579 -1.829  0.32
H -2.401 2.655 -0.030  0.23
H -3.410 3.342 -1.390  0.45
H -0.605 0.777 -1.810  0.37
H 0.792 -2.070 -1.589  0.28
H 1.248 -0.831 -2.861  0.20
H 1.422 -0.442 -1.092  0.35
H -0.376 -1.406 0.280  0.62
H -2.114 -0.634 0.133  -0.84
H -1.285 1.024 1.529  0.36
H -0.372 1.663 0.094  0.25
H 0.461 0.532 1.290  0.29
H -3.480 -3.102 -6.302  0.27
H -4.028 -0.277 -5.999  0.35
C 2.167 4.738 2.861  -1.08
C 1.325 3.503 2.616  -0.15
O 1.426 3.095 1.253  -0.47
H 1.844 5.557 2.212  0.31
H 2.091 5.060 3.899  0.25
H 3.218 4.542 2.629  0.34
H 0.274 3.708 2.828  0.29
H 1.652 2.676 3.255  0.24
H 2.355 2.906 1.074  0.26
C 4.697 -5.217 -1.346  -1.11
C 3.241 -4.836 -1.531  -0.02
O 3.067 -3.441 -1.303  -0.45
H 5.033 -4.968 -0.339  0.30
H 4.845 -6.286 -1.513  0.38
H 5.333 -4.662 -2.040  0.20
H 2.612 -5.377 -0.821  0.29
H 2.900 -5.072 -2.546  0.12
H 3.620 -2.971 -1.939  0.27
C 3.993 5.774 7.185  -0.91
C 3.153 4.539 6.931  -0.31
O 3.262 4.139 5.566  -0.44
H 3.674 6.595 6.539  0.27
H 3.913 6.092 8.226  0.24
H 5.045 5.580 6.957  0.35
H 2.101 4.742 7.139  0.28
H 3.477 3.709 7.567  0.24
H 4.192 3.952 5.391  0.26
C -5.648 -1.394 2.304  -0.88
C -4.585 -2.197 3.028  -0.30
O -3.328 -2.060 2.369  -0.43
H -5.741 -1.728 1.267  0.08
H -6.617 -1.495 2.796  0.44
H -5.378 -0.334 2.274  0.28
H -4.846 -3.257 3.036  0.34
H -4.478 -1.859 4.063  0.30
H -3.097 -1.122 2.374  0.19
C -3.119 -5.711 -9.939  -1.05
C -3.332 -6.804 -8.911  -0.17
O -4.019 -6.287 -7.773  -0.46
H -2.543 -4.888 -9.509  0.22
H -2.588 -6.095 -10.813  0.35
H -4.077 -5.295 -10.265  0.32
H -2.373 -7.202 -8.572  0.26
H -3.918 -7.627 -9.331  0.29
H -4.869 -5.945 -8.077  0.27
C 1.488 10.099 6.626  -0.97
C 2.549 9.282 7.336  -0.07
O 3.806 9.435 6.683  -0.53
H 1.397 9.787 5.583  0.23
H 0.516 9.985 7.114  0.35
H 1.756 11.159 6.619  0.28
H 2.290 8.222 7.321  0.19
H 2.654 9.597 8.379  0.26
H 4.033 10.373 6.707  0.29
C 2.056 11.128 1.501  -1.11
C 1.843 10.042 2.538  -0.15
O 1.158 10.567 3.670  -0.50
H 2.633 11.954 1.925  0.29
H 2.587 10.738 0.630  0.33
H 1.099 11.542 1.173  0.34
H 2.802 9.647 2.879  0.28
H 1.257 9.216 2.123  0.25
H 0.308 10.907 3.364  0.26
C 6.188 6.469 11.605  -1.00
C 5.351 5.233 11.343  -0.25
O 5.466 4.839 9.980  -0.45
H 5.870 7.292 10.960  0.25
H 6.103 6.785 12.648  0.34
H 7.242 6.277 11.382  0.32
H 4.297 5.435 11.546  0.28
H 5.672 4.402 11.978  0.27
H 6.397 4.653 9.808  0.26
C 9.197 -2.577 -1.264  -1.16
C 7.976 -3.406 -1.612  -0.16
O 7.379 -3.928 -0.431  -0.48
H 9.928 -3.181 -0.723  0.29
H 9.667 -2.175 -2.164  0.35
H 8.924 -1.744 -0.609  0.35
H 8.256 -4.248 -2.249  0.32
H 7.233 -2.801 -2.145  0.21
H 7.126 -3.180 0.123  0.29

Summary:
charge: +1
multiplicity: 1
LUMO level: -3.379 eV
E_HOMO: -10.9 eV